Entry 1:
{"formula": "C46H43ClHfIN7O9S2", "method": "ωB97M-V with the def2-TZVPD basis set", "fmax_ev_per_a": 0.9, "energy_ha": -4441.591055, "charge": 0, "e_lumo_ev": -0.065, "species": ["Hf", "C", "O", "C", "C", "C", "C", "C", "C", "N", "C", "N", "C", "C", "C", "C", "C", "C", "O", "C", "N", "C", "C", "C", "C", "C", "C", "O", "C", "H", "H", "H", "H", "H", "H", "H", "H", "H", "H", "H", "H", "H", "H", "H", "H", "H", "H", "H", "H", "H", "H", "O", "C", "O", "C", "C", "Cl", "N", "N", "C", "C", "O", "O", "C", "C", "C", "C", "C", "C", "H", "H", "H", "H", "H", "H", "C", "C", "C", "C", "C", "N", "H", "H", "H", "H", "H", "H", "H", "H", "H", "I", "C", "H", "H", "O", "S", "O", "N", "C", "S", "C", "C", "C", "C", "C", "C", "H", "H", "H", "H"], "xyz": [[-0.296256, -0.420753, -0.399962], [4.755614, 3.342850, 4.761426], [3.592607, 2.691527, 4.267875], [2.508425, 2.643548, 5.078692], [2.469413, 3.104614, 6.382045], [1.279076, 3.036005, 7.106607], [0.138536, 2.525959, 6.514885], [0.180051, 2.061659, 5.202252], [1.366831, 2.086809, 4.488676], [1.512318, 1.667357, 3.149502], [0.713499, 0.866850, 2.407983], [0.069379, -0.098881, 3.077072], [-1.091689, -0.831010, 2.709147], [-1.385831, -1.186457, 1.405614], [-2.618210, -1.846245, 1.222751], [-3.446059, -2.186246, 2.268909], [-3.083113, -1.875753, 3.580131], [-1.910320, -1.189453, 3.791459], [-1.459429, -0.795575, 5.013512], [-2.225889, -1.169838, 6.148425], [0.717788, 0.972750, 1.081014], [1.302057, 2.198357, 0.574001], [2.410492, 2.120607, -0.253035], [2.988957, 3.261352, -0.792735], [2.447909, 4.504233, -0.505841], [1.363108, 4.599521, 0.356773], [0.798778, 3.465542, 0.911199], [-0.174854, 3.642919, 1.852568], [-1.532264, 3.468866, 1.417668], [5.475763, 3.330901, 3.950327], [5.170579, 2.811565, 5.620101], [4.539754, 4.375731, 5.040487], [3.358764, 3.516542, 6.844672], [1.255991, 3.396765, 8.127706], [-0.799866, 2.507544, 7.057274], [-0.727107, 1.698932, 4.737222], [2.252751, 2.131338, 2.644706], [0.264641, -0.124147, 4.065361], [-2.939497, -2.111226, 0.220369], [-4.389607, -2.686549, 2.081751], [-3.724406, -2.158359, 4.403521], [-2.207146, -2.251660, 6.296052], [-3.260485, -0.835651, 6.056609], [-1.767920, -0.676965, 6.999863], [2.826845, 1.149031, -0.483382], [3.836786, 3.168757, -1.459485], [2.875367, 5.399140, -0.947521], [0.934903, 5.560568, 0.621791], [-2.159877, 3.787753, 2.247725], [-1.749442, 2.439813, 1.171566], [-1.741902, 4.088732, 0.544072], [-5.716069, 0.624381, -2.959277], [-5.128633, -0.309902, -3.678801], [-5.653153, -0.809816, -4.641642], [-3.756629, -0.747444, -3.249077], [-2.997455, -1.682868, -3.924255], [-3.307643, -2.514094, -5.362438], [-1.816368, -1.830379, -3.281574], [-1.771957, -1.035433, -2.206532], [-2.922096, -0.372472, -2.177829], [-3.076965, 0.667101, -1.102285], [-4.103104, 1.329101, -1.025412], [-2.062653, 0.768764, -0.324366], [-0.644645, -2.536154, -3.736559], [-0.702116, -3.894646, -3.988642], [0.440307, -4.540962, -4.428439], [1.621583, -3.828798, -4.617110], [1.658525, -2.463751, -4.369934], [0.517689, -1.809719, -3.926610], [-5.145889, 0.926188, -2.203393], [-1.631446, -4.437075, -3.846124], [0.412040, -5.604175, -4.631705], [2.509957, -4.340433, -4.965685], [2.566571, -1.891842, -4.528873], [0.529989, -0.737881, -3.752280], [-1.482850, -6.343096, -1.156415], [-0.973769, -5.512355, 0.026214], [-1.999183, -5.507486, 1.170813], [0.380338, -6.044970, 0.522888], [-0.777109, -4.109764, -0.407005], [-0.630443, -3.014030, -0.694459], [-1.681435, -7.361105, -0.813961], [-0.736342, -6.383089, -1.953783], [-2.406914, -5.925728, -1.564474], [-2.139924, -6.534793, 1.518077], [-2.961790, -5.116588, 0.837044], [-1.650340, -4.896502, 2.005117], [0.236631, -7.046157, 0.936084], [0.794845, -5.396117, 1.296381], [1.100826, -6.102726, -0.296206], [2.130207, -2.183829, 1.090831], [1.686846, -1.383388, -0.899904], [1.703123, -2.276294, -1.513122], [2.575485, -0.809151, -1.151504], [3.447162, 0.841820, -5.553752], [3.347286, 1.692097, -4.402695], [4.548927, 2.025318, -3.691837], [2.216460, 1.080210, -3.357366], [1.161312, 1.845307, -3.299845], [-0.234685, 1.504454, -2.365475], [1.216616, 3.074594, -4.163369], [0.249215, 4.044036, -4.364495], [0.548744, 5.098993, -5.221948], [1.789844, 5.179583, -5.851641], [2.753428, 4.198113, -5.658480], [2.435092, 3.154156, -4.814334], [-0.708828, 3.969484, -3.863063], [-0.193075, 5.866975, -5.407272], [2.004050, 6.014510, -6.511142], [3.714601, 4.250160, -6.156458]], "atomic_forces_ev_per_a": [[0.4, -0.8, 0.1], [-0.1, -0.1, 0.0], [0.4, 0.1, 0.0], [0.0, 0.0, 0.1], [0.0, 0.1, 0.2], [0.1, 0.0, -0.1], [0.0, 0.0, 0.0], [-0.1, 0.0, 0.0], [-0.2, -0.1, -0.2], [0.2, 0.1, 0.2], [0.3, -0.3, -0.3], [-0.3, 0.1, 0.0], [0.2, 0.0, -0.2], [-0.3, 0.1, 0.6], [0.0, 0.0, 0.0], [0.0, 0.0, 0.0], [-0.2, -0.1, -0.1], [-0.1, -0.1, 0.0], [0.0, 0.0, 0.4], [0.1, 0.1, -0.1], [-0.6, 0.4, 0.0], [0.0, -0.2, 0.2], [0.2, 0.0, 0.0], [-0.1, 0.0, -0.1], [0.0, 0.0, 0.0], [0.1, 0.1, -0.2], [-0.1, 0.0, -0.1], [-0.3, -0.2, 0.2], [0.1, 0.2, 0.1], [0.0, 0.0, 0.0], [0.0, 0.0, 0.0], [0.0, 0.0, 0.0], [-0.1, 0.0, -0.1], [0.0, 0.0, -0.1], [0.1, 0.0, 0.0], [0.0, 0.0, 0.0], [0.0, 0.1, 0.0], [0.0, 0.0, 0.1], [0.0, 0.0, 0.0], [0.0, 0.0, 0.0], [0.0, 0.0, 0.0], [0.0, 0.0, 0.0], [0.0, 0.0, 0.0], [0.1, 0.0, 0.0], [0.0, 0.0, 0.0], [0.0, 0.0, 0.0], [0.0, -0.1, 0.1], [0.0, -0.1, 0.0], [0.0, 0.0, 0.0], [0.0, -0.3, -0.1], [0.0, 0.1, 0.0], [-0.1, 0.0, 0.0], [0.1, -0.2, -0.1], [0.1, 0.0, 0.1], [-0.2, 0.1, 0.1], [0.2, 0.0, -0.2], [0.0, 0.0, 0.0], [0.2, -0.3, -0.2], [-0.4, 0.4, 0.2], [-0.1, 0.1, 0.0], [-0.1, 0.0, 0.1], [0.0, 0.0, 0.0], [-0.3, 0.1, -0.6], [-0.1, 0.2, 0.1], [-0.2, -0.2, 0.1], [0.1, 0.0, 0.0], [-0.1, 0.0, 0.0], [0.1, 0.0, 0.0], [0.0, 0.2, -0.1], [0.1, 0.1, 0.1], [0.1, 0.1, 0.0], [0.0, 0.0, 0.0], [0.0, 0.0, 0.0], [-0.1, 0.0, 0.0], [0.0, -0.2, 0.0], [0.0, 0.1, -0.1], [0.1, 0.1, 0.1], [0.0, 0.0, 0.0], [0.0, 0.1, 0.0], [-0.1, -0.6, 0.1], [0.1, 0.6, 0.1], [0.0, 0.1, 0.0], [-0.1, 0.0, 0.1], [0.0, -0.1, 0.0], [0.0, 0.1, 0.0], [0.0, 0.0, 0.0], [0.0, 0.0, 0.0], [0.0, 0.1, 0.0], [0.0, -0.1, 0.0], [0.0, 0.0, 0.1], [0.0, 0.0, -0.1], [0.6, 0.1, -0.2], [0.0, -0.1, -0.1], [0.0, 0.0, 0.0], [0.0, -0.1, 0.0], [0.0, 0.2, 0.0], [0.0, 0.0, 0.1], [-0.2, 0.2, 0.0], [0.3, -0.4, 0.0], [0.2, 0.6, -0.1], [0.0, -0.1, 0.1], [0.0, 0.1, 0.0], [0.0, -0.1, 0.0], [-0.1, 0.1, 0.0], [0.1, -0.1, 0.0], [-0.2, 0.0, 0.0], [0.1, 0.0, 0.0], [0.0, 0.0, 0.0], [0.0, -0.1, 0.1], [-0.1, 0.0, 0.0]], "mulliken_charge": [0.213, -1.032, -0.366, 0.675, -0.346, -0.800, -1.224, -0.013, -0.379, 0.017, 0.317, 0.397, -0.595, 0.636, -0.705, -1.436, -0.479, 1.199, -0.365, -1.072, -0.072, -0.299, -0.015, -0.847, -0.821, -0.304, 0.543, -0.454, -0.291, 0.254, 0.360, 0.423, 0.429, 0.387, 0.419, 0.612, 0.565, 0.486, 0.474, 0.500, 0.411, 0.368, 0.415, 0.267, 0.238, 0.540, 0.442, 0.485, 0.316, -0.200, 0.253, -0.588, 0.444, -0.605, -0.221, 0.273, -0.125, -0.549, 1.838, -0.403, 1.211, -0.871, 0.110, -0.477, -0.313, -0.855, -0.633, -0.453, -0.021, 0.400, 0.617, 0.462, 0.435, 0.463, 0.083, -1.532, 2.135, -1.675, -1.632, -0.904, 0.386, 0.441, 0.303, 0.309, 0.471, 0.361, 0.320, 0.415, 0.359, 0.369, -0.031, -1.674, 0.824, 0.401, -0.684, 1.178, -0.692, -0.009, 0.822, -0.370, 0.204, -0.591, -0.743, -0.483, -0.751, -0.047, 0.503, 0.412, 0.403, 0.456]}

=====

Entry 2:
{"formula": "C18H16Cl3MnN3O7S", "method": "ωB97M-V with the def2-TZVPD basis set", "fmax_ev_per_a": 1.4, "energy_ha": -4316.205987, "multiplicity": 2, "charge": 0, "s_squared": 0.967, "e_lumo_ev": [-0.762, -0.709], "species": ["Mn", "O", "C", "O", "C", "O", "C", "C", "O", "O", "H", "H", "H", "H", "H", "C", "C", "C", "C", "C", "C", "C", "S", "O", "O", "N", "C", "C", "C", "C", "C", "N", "H", "H", "H", "H", "H", "H", "H", "H", "H", "H", "H", "Cl", "C", "Cl", "Cl", "C", "N"], "xyz": [[-1.524842, -0.570232, -0.748108], [1.101079, -2.635894, -2.388264], [-0.149957, -2.648338, -2.070565], [-0.941358, -1.756741, -2.373775], [-0.628336, -3.847149, -1.269056], [-1.584243, -3.410689, -0.323346], [-1.128111, -3.479974, 1.023327], [-0.187599, -2.302494, 1.402365], [0.711090, -2.497071, 2.199661], [-0.488741, -1.189244, 0.839416], [1.320528, -1.709428, -2.731620], [0.219447, -4.344962, -0.797587], [-1.122567, -4.541596, -1.952348], [-0.621333, -4.425254, 1.223775], [-2.020868, -3.409102, 1.646667], [5.124867, 1.073129, 2.519193], [4.105178, 1.127326, 1.415756], [3.984698, 2.258027, 0.613353], [3.087808, 2.286260, -0.443624], [2.309952, 1.169983, -0.697697], [2.393899, 0.041073, 0.104385], [3.285358, 0.028620, 1.160097], [1.212240, 1.170157, -2.089587], [1.486419, -0.040751, -2.848522], [1.378116, 2.401547, -2.807233], [-0.266972, 1.001112, -1.451279], [-0.897988, 2.026951, -0.797559], [-0.524058, 3.380494, -0.708763], [-1.325504, 4.238984, 0.009804], [-2.477337, 3.769217, 0.636411], [-2.767273, 2.428436, 0.519241], [-2.006587, 1.580841, -0.168999], [5.423501, 2.072573, 2.832376], [6.016722, 0.549085, 2.168256], [4.741292, 0.531252, 3.383235], [4.597143, 3.128599, 0.814867], [2.993434, 3.154931, -1.082030], [1.748035, -0.806199, -0.075753], [3.332063, -0.840611, 1.804231], [0.358400, 3.725956, -1.219583], [-1.059486, 5.285680, 0.086598], [-3.125078, 4.425706, 1.198719], [-3.643496, 1.999472, 0.992883], [-5.396496, -3.215629, 1.320844], [-5.738877, -1.869191, 0.203014], [-6.738493, -2.450669, -1.140248], [-6.576102, -0.567501, 1.074248], [-4.489393, -1.354343, -0.308500], [-3.500174, -0.942348, -0.698673]], "atomic_forces_ev_per_a": [[0.6, 1.1, -0.6], [0.4, 0.4, -0.3], [-0.5, -0.1, 0.2], [0.0, 0.0, 0.3], [0.0, 0.2, 0.1], [-0.1, -0.2, -0.1], [0.3, 0.4, 0.2], [-0.6, -0.5, -0.2], [0.0, 0.1, 0.0], [-0.3, 0.6, -0.4], [-0.1, -0.2, 0.1], [0.0, 0.0, 0.0], [0.1, 0.0, -0.1], [0.0, 0.0, 0.0], [0.0, 0.0, 0.0], [0.0, 0.0, -0.1], [0.0, 0.1, 0.0], [0.0, 0.0, 0.0], [0.0, 0.0, -0.1], [0.0, 0.1, -0.2], [0.0, 0.0, 0.0], [0.0, 0.0, 0.0], [-0.2, -0.5, 0.2], [-0.1, -0.1, 0.2], [-0.1, 0.2, 0.1], [0.2, -0.4, -0.2], [0.0, 0.4, 0.4], [0.0, -0.1, -0.1], [0.0, -0.1, 0.0], [-0.1, 0.0, 0.0], [-0.1, -0.1, 0.1], [0.6, -0.7, 0.0], [0.0, 0.0, 0.0], [0.0, 0.0, 0.1], [0.0, 0.0, 0.0], [0.0, 0.0, 0.0], [0.0, 0.0, 0.0], [0.0, 0.0, 0.0], [0.0, 0.0, 0.0], [0.0, 0.0, 0.0], [0.0, 0.0, 0.0], [0.0, 0.0, 0.0], [0.0, 0.0, 0.0], [0.1, 0.3, -0.2], [-0.8, -0.4, 0.4], [0.2, 0.1, 0.1], [0.1, -0.1, -0.1], [0.1, 0.1, -0.2], [0.2, -0.5, 0.4]], "mulliken_charge": [0.562, -0.488, 0.696, -0.672, -0.462, -0.295, -0.513, 0.561, -0.683, -0.366, 0.628, 0.358, 0.370, 0.369, 0.241, -1.458, 0.934, -0.751, -0.357, 0.193, -0.050, -1.025, 1.209, -0.839, -0.717, -0.324, 1.214, -0.704, -0.448, -0.764, -0.199, -0.299, 0.372, 0.297, 0.361, 0.355, 0.492, 0.122, 0.432, 0.424, 0.410, 0.383, 0.415, -0.087, 0.683, -0.086, -0.090, 0.012, -0.417]}

=====

Entry 3:
{"formula": "C2H4NdO2", "method": "ωB97M-V with the def2-TZVPD basis set", "fmax_ev_per_a": 4.3, "energy_ha": -789.139800, "multiplicity": 4, "charge": 3, "s_squared": 3.823, "e_lumo_ev": [-17.750, -15.927], "species": ["O", "H", "O", "Nd", "H", "C", "C", "H", "H"], "xyz": [[0.214848, 1.376301, 0.175918], [-0.023460, 2.298523, 0.330916], [0.794967, -1.062128, -0.149266], [2.424407, 0.624711, -0.161775], [0.982387, -2.001450, -0.262963], [-0.563558, -0.758518, -0.120804], [-0.864894, 0.546234, -0.037038], [-1.248024, -1.511670, -0.501980], [-1.716671, 0.488000, 0.726995]], "atomic_forces_ev_per_a": [[2.0, 0.0, -0.3], [-0.6, 0.7, 0.2], [1.4, 0.9, -0.3], [-0.6, 0.0, 0.1], [-0.1, -1.0, -0.1], [0.0, 0.5, -1.8], [-1.8, -2.5, 3.0], [-0.1, -0.3, 0.7], [0.0, 1.7, -1.6]], "mulliken_charge": [-0.499, 0.440, -0.502, 2.425, 0.434, 0.002, -0.064, 0.403, 0.360]}